{
  "formula": "C60H168N10O29",
  "method": "ωB97M-V/def2-TZVPD",
  "e_homo_ev": -8.373,
  "homo_lumo_gap_ha": 0.304,
  "species": ["C", "O", "C", "C", "N", "C", "C", "O", "C", "H", "H", "H", "H", "H", "H", "H", "H", "H", "H", "H", "H", "H", "H", "H", "C", "O", "C", "C", "N", "C", "C", "O", "C", "H", "H", "H", "H", "H", "H", "H", "H", "H", "H", "H", "H", "H", "H", "H", "C", "O", "C", "C", "N", "C", "C", "O", "C", "H", "H", "H", "H", "H", "H", "H", "H", "H", "H", "H", "H", "H", "H", "H", "C", "O", "C", "C", "N", "C", "C", "O", "C", "H", "H", "H", "H", "H", "H", "H", "H", "H", "H", "H", "H", "H", "H", "H", "C", "O", "C", "C", "N", "C", "C", "O", "C", "H", "H", "H", "H", "H", "H", "H", "H", "H", "H", "H", "H", "H", "H", "H", "C", "O", "C", "C", "N", "C", "C", "O", "C", "H", "H", "H", "H", "H", "H", "H", "H", "H", "H", "H", "H", "H", "H", "H", "C", "O", "C", "C", "N", "C", "C", "O", "C", "H", "H", "H", "H", "H", "H", "H", "H", "H", "H", "H", "H", "H", "H", "H", "C", "O", "C", "C", "N", "C", "C", "O", "C", "H", "H", "H", "H", "H", "H", "H", "H", "H", "H", "H", "H", "H", "H", "H", "C", "O", "C", "C", "N", "C", "C", "O", "C", "H", "H", "H", "H", "H", "H", "H", "H", "H", "H", "H", "H", "H", "H", "H", "C", "O", "C", "C", "N", "C", "C", "O", "C", "H", "H", "H", "H", "H", "H", "H", "H", "H", "H", "H", "H", "H", "H", "H", "O", "H", "H", "O", "H", "H", "O", "H", "H", "O", "H", "H", "O", "H", "H", "O", "H", "H", "O", "H", "H", "O", "H", "H", "O", "H", "H"],
  "xyz": [[-0.530, -9.619, 11.506], [-1.005, -9.344, 10.213], [-2.208, -10.039, 9.859], [-2.695, -9.377, 8.522], [-3.197, -8.023, 8.817], [-3.327, -7.241, 7.579], [-4.457, -7.629, 6.600], [-4.280, -6.914, 5.352], [-4.722, -7.611, 4.198], [-0.565, -10.691, 11.698], [-1.237, -9.233, 12.240], [0.514, -9.409, 11.735], [-2.935, -10.088, 10.669], [-2.021, -11.091, 9.640], [-3.532, -9.939, 8.108], [-1.989, -9.287, 7.697], [-2.470, -7.693, 9.435], [-2.433, -7.215, 6.956], [-3.527, -6.176, 7.697], [-5.410, -7.257, 6.976], [-4.543, -8.687, 6.354], [-4.777, -6.897, 3.376], [-5.594, -8.240, 4.378], [-3.972, -8.336, 3.882], [1.816, -2.107, 6.375], [3.200, -1.968, 6.045], [4.096, -1.259, 6.955], [5.425, -0.812, 6.271], [6.521, -1.771, 6.229], [6.197, -2.976, 5.505], [7.400, -3.926, 5.381], [8.245, -3.387, 4.411], [9.187, -4.256, 3.878], [1.291, -2.743, 5.661], [1.299, -1.149, 6.426], [1.719, -2.603, 7.341], [4.231, -1.794, 7.895], [3.514, -0.350, 7.108], [5.848, 0.057, 6.775], [5.135, -0.410, 5.300], [7.248, -1.348, 5.670], [5.804, -2.751, 4.514], [5.479, -3.532, 6.108], [6.960, -4.879, 5.088], [7.965, -4.192, 6.274], [8.695, -5.139, 3.468], [9.863, -4.625, 4.649], [9.739, -3.784, 3.065], [-6.675, -0.934, 7.208], [-7.131, -0.830, 5.886], [-6.270, -1.466, 4.947], [-6.850, -1.263, 3.575], [-7.068, 0.116, 3.194], [-7.649, 0.325, 1.867], [-8.430, 1.689, 1.824], [-9.644, 1.638, 2.658], [-10.376, 2.830, 2.554], [-7.488, -0.606, 7.856], [-5.799, -0.353, 7.496], [-6.496, -1.969, 7.500], [-6.358, -2.532, 5.156], [-5.231, -1.150, 5.039], [-7.795, -1.796, 3.464], [-6.185, -1.705, 2.834], [-7.814, 0.381, 3.821], [-8.365, -0.451, 1.595], [-6.891, 0.489, 1.101], [-8.734, 1.905, 0.799], [-7.843, 2.512, 2.231], [-11.260, 2.884, 3.189], [-10.788, 2.950, 1.552], [-9.702, 3.660, 2.765], [7.079, 7.106, -0.222], [6.055, 7.755, -1.023], [6.112, 7.502, -2.417], [4.958, 8.289, -2.967], [4.777, 8.206, -4.408], [4.446, 6.844, -4.858], [4.278, 6.706, -6.359], [5.531, 6.700, -6.906], [5.512, 6.358, -8.251], [6.886, 6.033, -0.207], [6.951, 7.570, 0.756], [8.093, 7.152, -0.619], [6.154, 6.432, -2.622], [7.016, 7.916, -2.863], [5.116, 9.330, -2.682], [4.037, 8.063, -2.430], [5.567, 8.416, -5.002], [3.421, 6.674, -4.527], [5.268, 6.188, -4.571], [3.630, 7.503, -6.724], [3.817, 5.722, -6.445], [4.750, 5.608, -8.463], [6.513, 6.025, -8.526], [5.290, 7.273, -8.800], [9.539, -5.849, -4.397], [9.454, -4.681, -3.541], [8.711, -3.641, -4.024], [8.593, -2.508, -2.984], [7.346, -2.700, -2.167], [7.568, -3.303, -0.840], [6.428, -4.190, -0.401], [6.061, -4.968, -1.532], [5.150, -5.916, -1.150], [8.582, -6.367, -4.447], [10.207, -6.562, -3.914], [9.858, -5.686, -5.427], [7.740, -4.068, -4.276], [9.090, -3.206, -4.949], [8.432, -1.608, -3.576], [9.540, -2.581, -2.449], [6.783, -3.440, -2.560], [7.830, -2.592, -0.057], [8.430, -3.943, -1.028], [5.518, -3.707, -0.043], [6.675, -4.753, 0.499], [4.245, -5.483, -0.723], [5.583, -6.611, -0.431], [4.899, -6.522, -2.021], [-1.110, -2.074, 1.720], [-1.409, -1.159, 0.666], [-0.961, -1.505, -0.648], [0.487, -1.037, -0.821], [0.777, 0.374, -0.662], [2.203, 0.704, -1.103], [2.479, 2.218, -0.909], [2.321, 2.529, 0.496], [2.582, 3.925, 0.889], [-1.852, -2.871, 1.783], [-1.115, -1.434, 2.602], [-0.125, -2.525, 1.603], [-1.677, -1.001, -1.297], [-1.179, -2.544, -0.893], [0.952, -1.403, -1.737], [1.083, -1.577, -0.086], [0.592, 0.775, 0.247], [2.392, 0.456, -2.147], [2.937, 0.080, -0.594], [1.770, 2.851, -1.443], [3.483, 2.453, -1.261], [1.943, 4.638, 0.369], [3.620, 4.222, 0.742], [2.406, 3.987, 1.963], [1.595, 11.033, 1.645], [1.145, 10.970, 3.032], [1.204, 9.653, 3.600], [-0.075, 8.872, 3.265], [-1.255, 9.754, 3.590], [-2.449, 9.118, 3.052], [-3.766, 9.836, 3.364], [-3.767, 11.145, 2.923], [-4.777, 11.931, 3.489], [0.985, 10.382, 1.018], [2.618, 10.657, 1.637], [1.404, 12.034, 1.257], [1.392, 9.740, 4.670], [2.073, 9.095, 3.252], [-0.104, 7.882, 3.721], [-0.103, 8.754, 2.181], [-1.125, 10.692, 3.237], [-2.502, 8.118, 3.482], [-2.324, 9.083, 1.970], [-3.943, 9.715, 4.433], [-4.643, 9.383, 2.902], [-4.608, 12.040, 4.560], [-5.751, 11.463, 3.347], [-4.776, 12.987, 3.217], [-9.722, 4.245, -4.628], [-8.715, 4.229, -3.598], [-7.491, 4.757, -4.108], [-6.543, 4.317, -3.000], [-5.163, 4.636, -3.307], [-4.320, 4.367, -2.144], [-2.860, 4.928, -2.313], [-3.017, 6.343, -2.363], [-1.830, 6.981, -2.716], [-10.053, 5.240, -4.926], [-10.541, 3.651, -4.223], [-9.455, 3.738, -5.556], [-7.477, 5.843, -4.200], [-7.181, 4.308, -5.052], [-6.688, 3.251, -2.828], [-6.843, 4.834, -2.089], [-5.145, 5.645, -3.331], [-4.213, 3.288, -2.026], [-4.625, 4.736, -1.165], [-2.346, 4.625, -3.225], [-2.240, 4.631, -1.468], [-1.083, 6.798, -1.943], [-1.930, 8.064, -2.654], [-1.424, 6.825, -3.715], [3.273, -0.216, -9.318], [2.770, 0.177, -8.082], [3.667, 0.242, -7.019], [4.135, -1.175, -6.528], [2.980, -1.987, -6.226], [3.359, -3.191, -5.384], [2.434, -4.403, -5.506], [2.588, -4.912, -6.839], [1.828, -6.083, -7.100], [3.554, -1.268, -9.356], [4.043, 0.455, -9.698], [2.467, -0.153, -10.050], [3.167, 0.738, -6.187], [4.491, 0.926, -7.223], [4.716, -1.159, -5.606], [4.809, -1.580, -7.283], [2.578, -2.385, -7.062], [3.543, -2.836, -4.370], [4.328, -3.595, -5.679], [1.389, -4.134, -5.352], [2.700, -5.201, -4.812], [2.050, -6.278, -8.150], [0.756, -5.884, -7.072], [2.039, -6.963, -6.493], [-6.499, -3.969, -3.528], [-5.246, -4.610, -3.659], [-4.627, -4.344, -4.937], [-5.376, -5.168, -6.065], [-5.491, -6.610, -5.767], [-6.124, -7.374, -6.828], [-7.672, -7.094, -7.067], [-8.462, -7.542, -5.966], [-9.822, -7.044, -5.999], [-7.259, -4.295, -4.239], [-6.427, -2.892, -3.679], [-6.832, -4.193, -2.514], [-3.632, -4.787, -4.897], [-4.586, -3.295, -5.230], [-4.785, -5.056, -6.974], [-6.395, -4.832, -6.254], [-5.860, -6.743, -4.836], [-5.969, -8.422, -6.568], [-5.484, -7.275, -7.704], [-8.029, -7.558, -7.987], [-7.863, -6.024, -7.152], [-9.869, -5.960, -5.893], [-10.334, -7.508, -5.156], [-10.297, -7.460, -6.887], [5.992, 3.995, 5.333], [6.630, 3.977, 6.047], [5.338, 4.636, 5.611], [7.701, 1.512, -1.081], [7.137, 1.530, -0.308], [7.538, 0.656, -1.478], [-3.610, 1.339, 1.887], [-4.504, 1.081, 2.114], [-3.253, 0.583, 1.421], [-4.168, -7.584, -1.541], [-3.931, -6.671, -1.703], [-5.100, -7.631, -1.751], [0.480, 4.263, 5.312], [-0.262, 4.714, 5.714], [1.105, 4.146, 6.027], [-1.064, 0.388, -4.362], [-0.352, 0.367, -5.001], [-0.626, 0.348, -3.512], [-0.078, 1.398, 2.979], [-0.039, 2.124, 3.602], [-1.005, 1.330, 2.748], [2.864, -0.783, 2.682], [2.227, -0.078, 2.563], [2.800, -1.009, 3.610], [5.885, 2.076, 2.179], [5.791, 2.707, 2.892], [5.000, 1.741, 2.037]]
}